Entry 1:
Density functional theory data (wB97M-V/def2-TZVPD) for 11 unconnected molecules or ions with the total composition C22H66O22 in a non-equilibrium geometry.

XYZ file:
```
110
Properties=species:S:1:pos:R:3:mulliken_charge:R:1
H 1.730 -3.597 -1.794 -0.022
H -1.160 2.030 -1.253 -0.431
H 4.108 0.207 -0.076 0.164
H -5.037 -0.267 -0.649 0.429
C 1.941 0.904 4.921 -0.519
H 1.415 0.227 5.654 0.252
H -5.157 -3.321 1.069 0.407
H -0.842 2.870 0.267 0.444
H -3.435 1.205 4.670 0.372
H -0.892 -2.487 -0.879 -0.209
H 0.556 2.671 5.079 0.094
H 5.913 -0.090 2.347 0.297
H -3.148 -3.621 2.511 0.358
H -0.588 0.501 -5.109 0.210
O -1.302 -1.820 1.100 1.639
H 6.366 0.317 0.694 0.352
H -3.996 -0.468 1.318 -0.350
H -1.276 1.437 2.428 0.225
H 2.693 -1.201 -2.726 0.098
O -5.196 -1.152 -0.272 -0.681
C -0.167 -2.595 1.441 -0.720
O 2.144 5.043 -0.719 -0.521
O -2.507 -1.124 -2.287 -0.391
C 2.715 -3.098 -1.853 -0.109
C -0.450 -4.075 1.632 -0.865
H 3.834 4.151 -3.437 0.371
C -2.360 -2.399 -2.866 -0.706
H 1.239 -0.245 -1.412 -0.436
C -4.740 -1.226 1.033 0.388
H -2.325 0.478 -2.978 0.162
C -4.307 -2.688 1.230 -0.319
H -3.747 2.718 -3.863 0.425
H -0.852 -3.928 -3.228 0.310
H -5.611 -1.140 1.682 0.370
O -3.513 -0.845 4.627 -0.607
O -1.750 0.996 0.453 -0.113
H 2.214 4.386 -3.201 0.312
C 4.240 0.282 0.959 -0.369
H 0.859 0.404 -6.038 0.442
H -4.238 1.080 -3.808 0.350
H 0.272 -2.128 2.327 0.479
H -0.791 -4.495 0.705 0.297
O -2.321 1.444 -3.182 -0.147
C 5.641 -0.294 1.296 -0.655
H 2.916 -2.155 0.569 -0.020
H -2.679 -2.288 -3.926 0.416
H 0.804 0.825 0.701 -0.474
C -1.463 0.360 3.982 0.463
C -0.920 -2.975 -2.625 -0.108
O 0.986 -0.112 -3.917 -0.404
C 0.668 2.166 -4.918 -0.411
C -3.026 0.354 4.086 -0.239
H -1.199 -0.523 3.429 -0.331
O 3.075 -3.081 0.602 -0.546
H 4.416 1.317 1.254 0.532
H -1.115 0.324 5.057 0.313
H -3.073 -3.117 -2.432 0.300
H 2.991 0.707 5.082 0.408
O 0.408 0.166 -1.186 1.320
C 3.068 4.071 -2.646 -0.464
C 3.330 4.888 -1.407 -0.453
H 0.559 -2.428 0.686 0.190
H 1.694 2.341 -5.022 0.291
H 0.752 0.972 3.381 0.176
C 0.483 0.651 -5.039 -0.612
H 3.292 -3.461 -2.780 0.430
H 0.096 2.663 -5.700 0.489
H 4.814 -2.078 1.400 0.348
H -3.384 0.563 3.088 -0.149
C -0.820 1.850 -0.199 0.144
O 0.190 2.686 -3.668 -0.504
H -3.309 1.232 -0.448 0.238
C -3.647 1.805 -3.235 -0.722
O -0.847 -3.368 -1.256 -0.385
H 1.944 2.674 6.197 0.461
H 2.354 5.253 0.210 0.314
H -5.237 2.502 -2.185 0.479
H -3.757 -1.410 3.897 0.355
C -4.231 2.276 -1.872 -0.612
O 2.566 -1.645 -1.873 -0.288
C 1.617 2.374 5.169 -0.317
O -0.964 1.576 3.388 -0.686
O 3.142 -0.387 1.503 -0.098
H 3.840 -4.426 -0.679 0.550
H -1.046 -3.951 3.471 0.328
H 1.303 1.987 -0.616 0.234
O 5.667 -1.705 1.063 -0.574
H -3.709 3.271 -1.650 0.261
H -3.528 -2.993 0.463 -0.052
H 3.728 5.883 -1.741 0.344
H 2.844 -0.066 2.361 0.129
H -2.002 -2.053 1.649 -0.501
C 0.551 1.272 -0.256 0.198
H -3.433 -0.988 -2.026 0.092
O -3.714 -2.813 2.543 -0.663
O 1.604 0.567 3.533 -0.403
H 0.514 -4.539 1.940 0.372
H -0.066 -2.319 -2.825 0.075
H 4.647 -2.942 -0.840 0.297
O 2.349 3.257 4.255 -0.527
O -1.464 -4.285 2.651 -0.656
H -1.548 -0.009 0.443 0.089
H -0.778 2.425 -3.503 0.226
H 1.792 2.623 -2.418 -0.002
O 2.775 2.695 -2.294 -0.383
H 4.115 4.401 -0.778 0.279
H 0.537 0.310 -3.182 0.184
H 2.926 3.816 4.802 0.295
O -4.188 1.363 -0.847 -0.522
C 3.618 -3.397 -0.678 -0.597
```

Calculated values
Relative energy (zero: lowest compared OMol25 entry of this formula, charge and spin), kcal/mol: 10.2
Frontier orbital gap, eV: 9.98
LUMO, eV: 0.541
SMILES: OCCO.OCCO.OCCO.OCCO.OCCO.OCCO.OCCO.OCCO.OCCO.OCCO.OCCO
HOMO energy, eV: -9.44

***

Entry 2:
Density functional theory data (wB97M-V/def2-TZVPD) for 10 unconnected molecules or ions with the total composition C22H68N16O10 in a non-equilibrium geometry.

XYZ file:
```
116
Properties=species:S:1:pos:R:3:mulliken_spin:R:1
H 22.508 -6.840 20.669 -0.001
H 20.197 -1.398 13.034 -0.035
H 18.928 -0.217 13.590 -0.037
N 18.447 -3.457 21.146 0.010
N 14.820 -6.520 18.100 -0.061
C 15.560 -10.433 15.089 0.361
N 14.887 -10.105 14.043 0.005
H 11.499 -7.005 21.483 0.000
C 7.559 -4.824 19.617 0.021
H 18.820 -3.774 20.262 -0.001
H 15.807 -1.065 14.402 -0.438
H 10.410 -6.378 15.598 -0.035
N 15.356 -6.415 16.085 -0.737
H 13.546 -3.390 21.671 0.002
H 18.558 -5.637 20.176 0.007
H 12.851 -4.172 20.003 0.002
H 19.559 -8.053 19.014 0.058
H 11.509 -7.470 18.793 -0.018
H 16.147 -7.241 23.718 -0.001
H 18.974 -3.243 21.980 0.003
O 15.882 -11.562 15.448 -0.069
N 15.663 -7.754 22.995 -0.008
O 13.172 -6.801 16.625 0.084
H 9.002 -7.322 16.069 -0.001
H 12.026 -5.481 19.652 -0.012
N 17.831 -6.030 19.596 0.003
O 20.603 -6.442 19.741 -0.060
H 9.082 -5.539 16.180 0.025
C 16.445 -7.870 21.992 0.053
H 16.561 -1.127 15.821 0.059
N 12.940 -5.177 19.955 0.030
C 12.550 -6.868 21.739 0.007
H 17.515 -1.903 12.955 0.024
C 19.838 -7.037 18.733 0.013
C 18.532 -6.214 18.271 -0.011
C 13.107 -4.250 22.177 -0.002
H 12.642 -7.134 22.792 0.001
H 14.364 -5.770 21.599 -0.004
O 17.594 -8.061 22.147 -0.024
O 13.164 -7.940 21.122 -0.031
C 9.176 -6.353 18.846 0.033
H 22.261 -7.750 19.216 0.004
H 14.702 -10.914 13.468 -0.025
H 12.505 -5.035 11.887 -0.387
O 18.994 -2.075 14.470 -0.562
H 13.917 -3.767 17.234 0.025
H 16.264 -4.591 13.605 0.383
H 15.004 -4.182 14.783 0.467
N 16.021 -1.682 15.173 0.520
H 15.122 -3.251 13.362 -0.390
O 14.520 -6.516 13.556 -1.432
C 12.466 -9.176 21.161 0.054
H 14.504 -9.174 13.962 0.032
H 22.366 -6.008 19.084 -0.011
H 13.255 -4.189 23.256 -0.001
C 18.963 -4.774 17.672 -0.094
H 20.413 -7.213 17.823 -0.029
N 14.111 -2.785 17.094 -0.232
H 8.455 -7.144 18.636 0.000
H 15.794 -6.305 18.259 0.009
H 16.265 -8.793 20.315 0.010
H 6.980 -3.935 19.367 0.002
H 13.119 -10.024 20.950 -0.008
C 14.400 -6.684 16.892 0.669
C 19.671 -0.959 13.882 0.305
H 14.896 -7.793 20.828 0.006
O 16.878 -2.159 22.084 -0.010
N 15.865 -8.069 20.894 -0.051
N 11.021 -7.647 17.927 0.065
H 17.638 -6.927 20.019 -0.016
H 17.941 -6.933 17.703 0.227
H 11.681 -5.333 13.869 -0.171
H 16.275 -6.313 16.492 0.252
C 15.742 -3.769 14.095 -0.193
C 13.316 -5.564 21.382 -0.013
H 20.364 -0.325 14.436 0.038
H 14.038 -6.305 18.702 -0.063
N 15.787 -9.351 15.711 -0.146
H 12.107 -9.395 22.167 0.003
N 13.463 -5.145 12.187 0.017
H 15.594 -3.383 20.108 0.061
O 8.617 -5.052 18.674 0.001
C 14.086 -2.039 18.186 0.662
H 18.184 -4.141 17.248 -0.117
C 16.690 -2.838 14.703 -1.171
H 14.809 -8.283 23.097 -0.001
H 15.334 -6.630 15.099 -0.011
H 14.650 -2.499 16.289 0.008
C 17.894 -2.577 13.723 0.890
H 14.179 -5.387 11.517 -0.294
H 6.934 -5.702 19.781 0.002
H 10.891 -5.514 17.996 0.042
H 17.074 -3.363 15.578 0.095
C 13.486 -5.908 13.268 3.846
N 16.506 -3.708 20.394 -0.105
H 18.110 -3.482 13.156 0.313
H 9.679 -6.462 19.806 0.026
H 11.737 -9.286 20.358 0.000
C 21.990 -6.817 19.710 0.037
H 14.671 -0.672 16.878 -0.010
C 17.230 -3.112 21.310 0.011
H 11.796 -7.598 17.280 -0.004
H 8.145 -4.458 20.460 -0.006
N 12.500 -5.878 14.099 -1.429
N 14.444 -0.862 17.843 -0.095
H 16.821 -4.521 19.884 -0.010
H 19.712 -4.956 16.902 0.053
H 16.059 -9.443 16.680 -0.038
H 12.631 -6.214 15.042 0.085
C 9.623 -6.470 16.346 0.177
C 10.316 -6.403 17.738 -0.353
H 15.544 -8.468 15.285 0.030
O 13.697 -2.426 19.277 -0.168
H 12.053 -3.976 22.127 0.000
H 14.485 -0.121 18.528 -0.033
H 19.672 -4.245 18.309 0.044
```

Calculated values
Total charge: -1
Relative energy (zero: lowest compared OMol25 entry of this formula, charge and spin), kcal/mol: 47.0
Frontier orbital gap (spin up / spin down), eV: 1.60 / 9.10
<S²>: 0.75
LUMO (spin up / spin down), eV: 2.109 / 2.049
HOMO energy (spin up / spin down), eV: 0.51 / -7.05
Multiplicity: 2

***

Entry 3:
Density functional theory data (wB97M-V/def2-TZVPD) for 12 unconnected molecules or ions with the total composition C22H68N2O12 in a non-equilibrium geometry.

XYZ file:
```
104
Properties=species:S:1:pos:R:3:mulliken_charge:R:1
C -0.604 2.601 4.225 0.467
H 1.276 3.994 0.337 0.309
H -1.085 1.732 1.021 -1.003
O -0.764 0.820 -3.255 0.017
H -3.895 -4.404 -1.129 0.410
N 1.526 2.206 -2.549 -0.330
C -3.067 -1.115 3.117 -0.643
H 0.349 -0.275 -5.453 0.146
H -0.391 2.167 -0.534 -0.687
H 0.713 -3.717 -3.819 0.254
H -2.124 1.394 3.236 0.058
H 1.706 2.554 -1.595 0.055
H 3.152 -3.371 1.016 0.348
C -1.974 2.418 3.570 -1.049
C -1.696 -2.815 -0.370 0.640
O 0.490 -3.067 -3.184 -0.407
H 2.577 0.545 -1.283 -0.620
H 0.945 -1.158 -2.904 -0.150
O 1.796 3.280 0.014 -0.758
C -2.816 0.593 -0.222 -0.027
H 0.851 -3.845 2.588 0.448
O 2.263 -1.613 2.594 -0.515
H -2.651 0.310 0.798 -0.298
C 4.637 0.568 2.115 -0.306
H 2.060 -3.401 -0.302 0.218
O -3.468 2.741 0.043 -0.530
H -0.760 -2.409 -0.654 -0.849
H -2.246 3.084 2.775 0.190
H -3.072 -2.573 -3.529 0.470
H 0.206 0.145 -0.990 -0.870
H 2.935 0.213 3.098 0.183
H 3.662 4.170 0.574 0.309
C 0.705 -0.430 -0.175 2.073
H -1.154 3.476 0.481 0.491
C -0.765 -0.182 -5.334 -1.123
H -1.653 -1.738 -2.766 -0.213
H 2.234 -2.181 -2.855 0.481
H -3.914 -1.838 4.682 0.303
H 3.247 -1.944 -0.094 0.023
H 0.623 1.757 2.671 -0.159
O 1.649 0.222 0.608 2.238
H 0.246 3.389 2.312 0.581
C -2.553 2.082 -0.451 0.792
H 0.389 -2.679 1.318 -0.335
H -2.086 -3.991 -2.196 0.279
H -0.158 -0.577 0.469 -0.436
H -0.701 1.819 -4.862 0.540
H -3.601 -1.832 2.521 0.491
H 4.205 0.380 1.125 -0.210
H -3.669 -0.223 3.153 0.575
H -2.173 -1.981 0.140 -0.251
C 1.190 -1.806 3.227 0.347
H 1.172 2.859 -3.300 0.264
H 1.003 -1.381 -0.540 0.028
H -0.048 1.369 -3.038 -0.528
O -0.476 3.662 4.963 -0.629
H 1.450 1.171 0.601 -1.132
H -4.138 2.587 -0.635 0.510
C 2.336 1.318 -3.064 0.621
H -1.439 -3.609 0.454 0.171
C -2.605 1.326 -4.432 -1.426
H -2.122 0.004 -0.826 -0.605
C 0.340 -0.601 3.670 -0.428
N 3.001 0.635 -2.191 0.035
H 2.859 3.015 1.667 0.046
H 3.539 -0.147 -2.591 0.338
O 4.034 -3.708 -0.711 -0.585
H -0.528 -0.910 4.331 0.338
H -2.559 2.320 -1.542 -0.485
O -3.657 -3.525 -1.143 -0.496
H -0.624 -2.901 2.779 0.418
O 2.658 1.193 -4.384 -0.772
H 1.481 -1.702 -4.447 0.415
H 2.065 -1.231 1.762 -0.476
H -1.155 -1.188 -5.026 0.072
H -0.441 4.430 4.356 0.407
H -2.901 1.786 -5.390 0.400
C 0.417 -2.877 2.435 -0.604
C -1.145 0.978 -4.454 0.700
C 1.353 -1.993 -3.389 -0.561
H 5.343 1.361 2.108 0.334
H -0.366 1.793 4.930 0.194
C -1.187 2.386 0.162 0.678
H 1.472 3.014 3.464 0.548
C 3.031 -3.004 -0.004 -0.329
H -2.091 -0.889 2.687 -0.236
H 5.239 -0.239 2.418 0.359
H -1.108 0.083 -6.323 0.540
H -3.697 0.146 -0.548 1.051
H 3.638 2.387 0.199 0.238
O 3.639 0.858 3.069 -0.654
C 0.546 2.710 3.111 -0.996
H 0.017 -0.084 2.824 -0.911
H 1.482 -2.286 4.193 0.523
C -2.552 -3.212 -1.600 0.249
H 0.934 0.123 4.255 0.548
C 3.062 3.209 0.590 -0.453
H -3.211 0.398 -4.283 0.207
H -2.727 2.633 4.358 0.476
H 3.832 -4.607 -0.658 0.323
C -2.651 -2.160 -2.627 -0.599
H -2.816 2.008 -3.641 0.371
O -2.993 -1.650 4.440 -0.532
H -3.328 -1.310 -2.360 0.068
```

Calculated values
Relative energy (zero: lowest compared OMol25 entry of this formula, charge and spin), kcal/mol: 3.6
Frontier orbital gap, eV: 9.71
LUMO, eV: 0.188
SMILES: NC(N)=O.CC(C)O.CC(C)O.CC(C)O.CC(C)O.CC(C)O.CO.CO.CO.CO.CO.CO
HOMO energy, eV: -9.53

***

Entry 4:
Density functional theory data (wB97M-V/def2-TZVPD) for 12 unconnected molecules or ions with the total composition C22H68N8O12 in a non-equilibrium geometry.

XYZ file:
```
110
Properties=species:S:1:pos:R:3:mulliken_charge:R:1
H 1.181 -1.774 2.428 -0.278
H -3.015 -1.049 1.318 -0.294
C -0.428 -4.294 -0.295 0.153
C -0.841 4.202 -1.139 -1.009
H -3.724 -1.303 -4.051 0.319
N -2.001 -1.915 -1.563 0.464
H 2.804 -0.906 -4.234 0.345
C -2.821 -1.266 -2.348 0.313
H -0.951 6.574 1.373 0.393
O -1.873 -3.027 2.759 -0.594
H 1.382 1.212 -3.475 -0.174
C 1.666 -2.666 2.764 -0.261
O 0.525 -1.236 -5.290 -0.534
H 0.637 -1.967 -5.937 0.432
O 2.369 -3.039 1.589 -0.690
H -2.345 1.154 3.824 0.283
H 2.986 0.082 -2.322 -0.704
H 3.040 -0.361 0.307 -0.522
C 3.679 0.565 -1.670 1.732
C -0.037 -2.897 -3.769 -1.412
H 0.119 5.255 1.209 0.114
H 2.518 -2.053 -2.991 0.060
H -0.909 -1.406 3.636 -0.052
H 3.159 -2.498 1.544 0.365
O -5.704 0.560 1.768 -0.482
O -2.112 4.363 0.673 -0.625
H -0.309 1.252 -1.945 0.160
H -2.122 5.826 -0.598 0.405
N -0.304 2.629 1.851 -0.197
N -0.304 -3.467 0.672 -0.194
C -0.557 5.933 0.602 -1.305
C -4.893 -0.330 2.048 0.472
H 4.303 1.522 1.567 0.024
H 5.113 0.441 -3.392 0.388
H -0.534 -1.931 0.441 0.202
H 0.051 6.547 -0.077 0.372
O -0.609 1.383 -2.903 -0.452
H 2.336 -2.450 3.583 0.439
H -5.573 -2.226 1.273 0.343
H 0.316 -0.930 -3.468 -1.044
H 2.611 -2.562 -4.655 0.495
H 2.772 1.877 0.546 0.232
C 4.227 2.620 3.243 -1.829
H -3.113 -2.845 -3.473 0.232
C 2.220 -1.767 -4.031 -1.275
H 0.108 -3.733 -4.392 0.534
C 3.504 1.803 2.159 0.640
H -3.961 -0.208 0.025 0.616
H -1.508 -2.804 -1.841 -0.240
C 5.085 0.672 -2.325 -1.669
C -0.777 1.714 2.667 0.436
O 1.188 -1.303 -1.063 -0.478
N 0.572 0.789 -0.439 0.826
H -2.770 2.281 2.540 0.203
H 0.884 -3.414 3.177 0.209
H -4.917 -2.337 2.733 0.299
H 0.147 -3.042 -2.670 0.058
H 4.509 3.443 2.616 0.486
C -1.770 -2.029 3.785 -0.039
N -3.314 -1.905 -3.312 -0.230
C 0.416 -0.487 -0.354 0.685
H 0.595 2.843 -3.200 0.199
H -1.575 3.770 -1.858 0.406
C 0.721 -1.637 -4.147 2.236
H -6.506 0.625 2.294 0.422
H 2.205 0.049 2.131 -0.339
H 3.621 -0.046 3.289 0.523
H -1.220 -0.366 0.902 -1.478
O 0.637 -4.873 -0.952 -0.771
H 0.139 1.355 0.325 -1.218
H -6.497 -1.668 2.590 0.401
H -2.578 -1.328 3.645 -0.216
H 2.224 1.054 3.620 0.507
H -2.639 -3.605 2.889 0.231
H -1.086 -3.384 1.376 0.099
H 5.050 2.133 3.738 0.335
O 3.197 1.651 -1.334 -0.724
H -1.084 -2.572 -3.922 0.263
O 2.687 2.327 1.434 -0.665
H 5.741 -0.037 -1.862 0.450
H -0.987 3.389 1.498 0.140
H 5.496 1.646 -2.155 0.379
N -1.625 -4.744 -0.506 -0.318
C 0.500 1.869 -3.612 -0.344
H -2.549 -4.293 -0.281 0.250
H 3.260 2.207 -2.131 0.357
N -2.024 1.706 3.017 -0.182
C -1.501 5.098 -0.132 0.091
H -3.231 0.692 1.127 -0.332
C -5.476 -1.658 2.186 -1.611
H 1.435 1.085 -0.886 0.728
H 3.412 2.925 3.928 0.374
H 0.717 2.623 1.689 0.270
O -3.133 0.058 -2.084 -0.731
O 0.041 0.822 3.334 -0.711
H -1.676 -5.553 -1.258 0.331
H -0.185 4.859 -1.627 0.557
H 0.649 -3.387 0.995 0.311
C 2.862 0.628 2.855 -0.707
H -2.803 3.913 0.140 0.376
C 3.911 -0.311 -0.404 -1.163
H -1.503 -1.421 -0.775 -0.008
H -0.185 3.345 -0.777 0.016
H -4.426 -0.124 2.977 -0.093
H 4.107 -1.342 -0.561 0.800
N -0.590 -0.900 0.312 2.018
H 0.253 1.921 -4.648 0.342
C -3.751 -0.241 1.089 0.085
H -1.692 -2.420 4.816 0.400
H 4.732 0.043 0.217 0.572
```

Calculated values
Relative energy (zero: lowest compared OMol25 entry of this formula, charge and spin), kcal/mol: 181.2
Frontier orbital gap, eV: 8.57
LUMO, eV: 0.187
SMILES: NC(N)=O.NC(N)=O.NC(N)=O.NC(N)=O.CC(C)O.CC(C)O.CC(C)O.CC(C)O.CC(C)O.CO.CO.CO
HOMO energy, eV: -8.39

***

Number 2 is which compound? C22H68N16O10

***

The lowest relative energy (zero: lowest compared OMol25 entry of this formula, charge and spin) belongs to which entry? C22H68N2O12

***

Which value of relative energy (zero: lowest compared OMol25 entry of this formula, charge and spin) does entry 4 give? 181.2 kcal/mol